[1]
C4H13NO | ωB97M-V with the def2-TZVPD basis set

## Properties
**Relative energy (zero: lowest compared OMol25 entry of this formula, charge and spin)**: 40.0 kcal/mol
**SMILES**: CCC.NCO
**Gap between HOMO and LUMO**: 10.537 eV

Atoms and positions in Å:
C1 -2.514 0.101 2.558
C2 -2.429 -0.181 0.991
C3 -1.874 0.893 0.153
H1 -1.465 0.238 2.982
H2 -3.033 -0.772 3.066
H3 -3.202 0.931 2.874
H4 -3.372 -0.469 0.509
H5 -1.809 -1.124 0.947
H6 -1.492 0.715 -0.910
H7 -2.518 1.777 0.090
H8 -0.820 1.236 0.511
N1 2.469 -0.312 -2.373
C4 1.923 -0.742 -1.129
O1 2.340 0.207 -0.131
H9 2.047 0.541 -2.532
H10 2.456 -0.945 -3.221
H11 0.904 -0.824 -1.079
H12 2.310 -1.664 -0.768
H13 3.357 0.456 -0.248


[2]
C4H13NO | ωB97M-V with the def2-TZVPD basis set

## Properties
**Relative energy (zero: lowest compared OMol25 entry of this formula, charge and spin)**: 164.1 kcal/mol
**Gap between HOMO and LUMO**: 7.282 eV

Atoms and positions in Å:
C1 0.522 0.157 -2.319
C2 0.815 -0.794 -1.204
N1 0.899 -0.020 0.128
C3 0.337 -0.854 1.211
C4 -0.918 -0.272 2.041
H1 0.662 -0.328 -3.277
H2 -0.632 0.479 -2.279
H3 1.098 1.110 -2.176
H4 1.744 -1.352 -1.463
H5 -0.090 -1.567 -1.226
H6 -1.123 0.052 -0.418
H7 1.206 -1.215 1.889
H8 -0.111 -1.885 0.803
H9 -1.819 -0.833 2.168
H10 -1.129 0.737 1.502
H11 -0.579 0.005 3.005
H12 -0.326 2.912 1.036
H13 0.033 1.430 0.250
O1 -0.590 2.238 0.329


[3]
C4H13NO | ωB97M-V with the def2-TZVPD basis set

## Properties
**Relative energy (zero: lowest compared OMol25 entry of this formula, charge and spin)**: 24.3 kcal/mol
**SMILES**: CCCNC.O
**Gap between HOMO and LUMO**: 9.265 eV

Atoms and positions in Å:
C1 -1.391 0.059 0.428
C2 0.096 0.321 0.393
C3 0.924 -0.472 1.386
N1 0.965 -1.900 1.073
C4 1.926 -2.272 0.057
H1 -1.601 -0.283 1.448
H2 -1.934 0.968 0.177
H3 -1.822 -0.707 -0.208
H4 0.511 0.092 -0.602
H5 0.377 1.373 0.512
H6 1.963 -0.119 1.493
H7 0.537 -0.253 2.392
H8 0.791 -2.419 1.917
H9 1.569 -2.114 -0.964
H10 2.795 -1.612 0.163
H11 2.113 -3.331 0.204
H12 -3.337 4.123 -3.523
H13 -2.044 4.687 -3.020
O1 -2.439 3.857 -3.325